Molecular formula: C26H30N5O3PbS
Method: DFT, ωB97M-V with the def2-TZVPD basis set

CARTESIAN COORDINATES (ANGSTROEM)
Pb  0.000  0.000  0.000
O  3.952  -0.288  -1.835
C  2.748  -0.195  -1.572
N  1.978  -0.619  -0.554
C  2.654  -0.925  0.573
C  3.883  -0.533  1.104
C  4.323  -1.087  2.309
C  3.527  -2.021  2.977
C  2.295  -2.393  2.437
C  1.877  -1.830  1.231
N  0.778  -1.987  0.468
C  0.205  -3.196  0.566
O  0.624  -4.336  0.785
C  -1.214  -2.976  0.389
C  -2.179  -3.970  0.396
C  -3.506  -3.572  0.278
C  -3.796  -2.214  0.160
C  -2.740  -1.309  0.167
N  -1.452  -1.664  0.287
C  1.892  0.522  -2.503
C  2.337  1.074  -3.697
C  1.412  1.763  -4.475
C  0.097  1.864  -4.027
C  -0.234  1.273  -2.814
N  0.642  0.614  -2.039
H  4.496  0.180  0.566
H  5.286  -0.798  2.709
H  3.863  -2.469  3.902
H  1.667  -3.125  2.929
H  -1.881  -5.004  0.504
H  -4.299  -4.311  0.284
H  -4.815  -1.862  0.068
H  -2.898  -0.240  0.080
H  3.374  0.958  -3.984
H  1.717  2.211  -5.413
H  -0.654  2.387  -4.603
H  -1.240  1.311  -2.412
C  -3.690  1.871  -1.294
C  -2.912  2.117  0.000
C  -2.453  3.574  0.079
C  -3.771  1.760  1.215
N  -1.729  1.256  0.000
H  -4.589  2.498  -1.337
H  -4.012  0.826  -1.377
H  -3.084  2.104  -2.178
H  -3.311  4.256  0.082
H  -1.820  3.842  -0.775
H  -1.877  3.764  0.992
H  -4.672  2.383  1.255
H  -3.223  1.912  2.152
H  -4.094  0.713  1.185
O  -1.459  0.352  2.440
S  0.000  0.000  2.477
C  0.440  -0.307  4.226
C  0.940  1.008  4.794
C  1.790  1.619  3.694
C  0.932  1.577  2.443
H  1.232  -1.062  4.230
H  -0.428  -0.696  4.765
H  1.513  0.854  5.713
H  0.097  1.669  5.030
H  2.702  1.025  3.550
H  2.095  2.642  3.935
H  1.529  1.624  1.528
H  0.205  2.395  2.438
H  0.560  1.723  0.000

The HOMO energy (alpha / beta) is -2.46 / -2.41 eV. Its HOMO-LUMO gap (alpha / beta) is 5.09 / 5.05 eV. The value obtained for the strongest force on any atom is 7.25 eV Å⁻¹. As for the total charge: -1. As for the spin multiplicity: 1.